ORCA calculation (wB97M-V/def2-TZVPD) on one molecule with the formula C17H20N2O4S at a distorted geometry.

CARTESIAN COORDINATES (ANGSTROEM)
C: -7.22 -0.63 0.96
O: -6.53 0.29 0.16
C: -5.16 0.30 0.21
C: -4.39 -0.55 0.99
C: -3.01 -0.44 0.96
C: -2.38 0.50 0.15
N: -0.98 0.55 0.19
C: -0.14 1.21 -0.65
O: -0.47 1.93 -1.57
C: 1.34 0.95 -0.32
N: 1.82 -0.22 -1.03
C: 3.21 -0.18 -1.46
C: 4.15 0.21 -0.36
C: 4.99 1.31 -0.48
C: 5.83 1.67 0.56
C: 5.84 0.93 1.73
C: 5.00 -0.16 1.86
C: 4.16 -0.52 0.83
S: 1.23 -1.69 -0.51
C: -0.12 -1.99 -1.68
O: 2.21 -2.71 -0.72
O: 0.67 -1.56 0.81
C: -3.16 1.35 -0.64
C: -4.53 1.24 -0.60
H: -8.28 -0.45 0.77
H: -6.97 -1.67 0.70
H: -7.01 -0.47 2.03
H: -4.84 -1.29 1.63
H: -2.40 -1.10 1.57
H: -0.55 -0.12 0.81
H: 1.48 0.84 0.76
H: 1.91 1.81 -0.67
H: 3.44 -1.18 -1.82
H: 3.28 0.53 -2.30
H: 4.98 1.89 -1.39
H: 6.49 2.52 0.45
H: 6.50 1.21 2.54
H: 5.01 -0.74 2.78
H: 3.51 -1.38 0.92
H: -0.69 -1.08 -1.81
H: -0.74 -2.78 -1.28
H: 0.34 -2.30 -2.61
H: -2.68 2.08 -1.27
H: -5.15 1.89 -1.21

Summary:
HOMO energy = -8.0315 eV
SMILES string = COc1ccc(NC(=O)CN(Cc2ccccc2)S(C)(=O)=O)cc1
ΔE to the lowest compared entry with this formula, charge and spin = 57.0 kcal/mol
Charge = 0